This record from the Open Molecules 2025 dataset describes a 5-piece molecular cluster, C41H94F2N5O21P4S overall in a non-equilibrium geometry. The level of theory is ωB97M-V with the def2-TZVPD basis set.

Last column: Mulliken charge in e.
Cartesian coordinates (Å):
C (1.9188, 6.1148, 6.0523)  -0.999
C (3.0568, 6.0532, 4.9152)  0.459
O (4.2329, 6.2990, 5.2206)  -0.545
N (2.5863, 5.7411, 3.5651)  0.220
C (1.9353, 6.9404, 2.9375)  -0.988
C (3.6858, 5.2440, 2.6903)  -0.990
C (3.9746, 3.6732, 2.8891)  -0.442
C (2.7321, 2.9006, 2.2096)  -0.420
C (2.8259, 1.3045, 2.4307)  -1.105
C (2.5116, 0.4853, 1.0637)  0.104
O (3.4931, 1.0259, 0.1924)  -0.229
C (3.1387, 0.8971, -1.2123)  0.198
C (4.4940, 0.4424, -1.9683)  0.219
C (4.6537, 1.1084, -3.4057)  -1.475
O (4.6059, -0.9826, -2.1052)  -0.287
N (1.0780, 0.8686, 0.8303)  -0.112
C (0.3315, -0.3881, 0.7362)  -0.512
N (-0.8443, -0.4604, 0.1627)  0.396
C (-1.5681, -1.7832, 0.1461)  -0.786
C (-1.5125, 0.7231, -0.4613)  -0.434
C (-0.8285, 1.2501, -1.7987)  0.002
N (-1.7186, 2.3402, -2.3377)  -0.622
N (1.0638, -1.5200, 1.3552)  0.073
C (0.5897, -1.6240, 2.7972)  -0.955
C (2.4945, -1.1262, 1.2129)  0.270
F (2.8509, -1.8689, 0.0480)  -0.219
S (3.6965, -1.8779, 2.4511)  1.107
O (3.5392, -3.3703, 2.5239)  -0.549
O (5.1077, -1.5834, 2.0290)  -0.435
F (3.5008, -1.2659, 3.9816)  -0.272
H (0.8978, 6.0786, 5.5471)  0.312
H (2.0670, 5.2221, 6.7291)  0.296
H (2.0605, 7.0991, 6.5929)  0.297
H (2.7012, 7.6694, 2.5213)  0.337
H (1.2628, 6.5989, 2.0844)  0.250
H (1.3156, 7.4688, 3.7330)  0.379
H (4.6393, 5.8667, 2.7674)  0.351
H (3.3219, 5.3704, 1.6097)  0.459
H (4.9353, 3.3722, 2.3712)  0.278
H (4.0333, 3.5022, 4.0088)  0.286
H (2.5747, 3.1937, 1.1257)  0.268
H (1.7956, 3.2641, 2.7658)  0.261
H (2.0462, 1.0440, 3.2246)  0.478
H (3.8327, 0.9811, 2.8553)  0.334
H (2.8003, 1.9084, -1.5938)  0.264
H (2.3569, 0.0812, -1.4071)  0.011
H (5.3718, 0.7923, -1.3292)  0.072
H (5.6040, 0.6929, -3.8923)  0.409
H (3.7649, 0.8721, -4.0828)  0.362
H (4.8178, 2.2300, -3.3215)  0.397
H (4.5042, -1.2607, -3.0372)  0.274
H (0.6056, 1.2886, 1.6541)  0.502
H (-2.6769, -1.5226, 0.2600)  0.314
H (-1.3229, -2.4094, 1.0717)  0.427
H (-1.3485, -2.3996, -0.7747)  0.288
H (-1.6570, 1.5165, 0.3352)  0.247
H (-2.5657, 0.3804, -0.7528)  0.240
H (-0.6633, 0.4532, -2.5899)  0.337
H (0.1645, 1.7735, -1.5690)  -0.071
H (-1.2155, 3.2363, -2.3344)  0.244
H (-2.0148, 2.1071, -3.2977)  0.259
H (1.1046, -0.8673, 3.4649)  0.362
H (-0.5156, -1.3221, 2.7838)  0.451
H (0.7275, -2.7001, 3.1134)  0.286
O (11.5510, -0.3471, 4.3907)  -0.726
P (10.8046, -0.3604, 3.0557)  1.092
O (12.0766, 0.0624, 2.0850)  -0.355
C (13.0349, -0.9300, 1.7454)  -0.323
C (12.5034, -1.8764, 0.6846)  -0.965
O (10.1395, 1.1568, 3.2178)  -0.354
C (9.8540, 1.6799, 4.5133)  -0.306
C (10.9689, 2.5938, 4.9870)  -1.255
O (9.8612, -0.5258, 1.6404)  -0.289
C (8.5003, -0.9542, 1.8016)  -0.633
C (7.5743, 0.1992, 2.1558)  -0.095
H (13.3426, -1.4792, 2.6409)  0.287
H (13.9140, -0.4089, 1.3618)  0.326
H (11.6909, -2.4912, 1.0835)  0.245
H (13.2922, -2.5440, 0.3302)  0.411
H (12.1000, -1.3213, -0.1646)  0.226
H (9.6651, 0.8736, 5.2264)  0.394
H (8.9253, 2.2552, 4.4369)  0.370
H (11.9506, 2.1262, 4.8953)  0.298
H (10.8129, 2.8833, 6.0286)  0.371
H (10.9965, 3.5007, 4.3750)  0.311
H (8.4417, -1.7487, 2.5514)  0.292
H (8.1916, -1.3763, 0.8425)  0.372
H (7.6403, 0.4352, 3.2196)  0.178
H (6.5355, -0.0720, 1.9492)  -0.128
H (7.8297, 1.1028, 1.5966)  0.356
O (-5.5810, -0.3842, -1.0988)  -0.651
P (-6.7486, -1.2339, -1.6130)  1.038
O (-5.9907, -1.6869, -3.0141)  -0.388
C (-5.0238, -2.7248, -2.9621)  -0.027
C (-5.6774, -4.0891, -2.8422)  -1.057
O (-7.6019, 0.0406, -2.2528)  -0.352
C (-7.5345, 1.3313, -1.6443)  -0.174
C (-6.5267, 2.2146, -2.3569)  -1.219
O (-8.0320, -2.2284, -2.1409)  -0.251
C (-9.1777, -2.3387, -1.2802)  -0.439
C (-10.1412, -1.1762, -1.4618)  -0.836
H (-4.3272, -2.5505, -2.1341)  -0.010
H (-4.4503, -2.6756, -3.8898)  0.363
H (-6.1656, -4.2026, -1.8695)  0.242
H (-4.9361, -4.8850, -2.9453)  0.434
H (-6.4466, -4.2195, -3.6054)  0.241
H (-7.3130, 1.2482, -0.5777)  0.357
H (-8.5279, 1.7830, -1.7235)  0.324
H (-5.5601, 1.7214, -2.4781)  0.233
H (-6.3792, 3.1483, -1.8099)  0.376
H (-6.8832, 2.4543, -3.3633)  0.322
H (-8.8589, -2.4252, -0.2375)  0.312
H (-9.6839, -3.2672, -1.5529)  0.335
H (-9.7950, -0.2987, -0.9135)  0.132
H (-11.1274, -1.4342, -1.0669)  0.427
H (-10.2369, -0.8970, -2.5134)  0.287
O (-11.3274, 3.0778, 0.0423)  -0.636
P (-12.7893, 3.2499, -0.3784)  1.079
O (-12.6295, 4.7744, -1.0020)  -0.383
C (-12.0624, 4.9265, -2.2956)  -0.210
C (-13.0523, 4.5546, -3.3841)  -0.971
O (-13.3387, 3.7006, 1.1259)  -0.405
C (-12.7019, 3.2047, 2.3015)  -0.318
C (-11.7047, 4.2119, 2.8438)  -1.251
O (-14.4167, 3.3076, -0.8946)  -0.259
C (-15.2258, 2.1441, -0.6604)  -0.356
C (-15.7880, 2.1108, 0.7528)  -0.910
H (-11.1474, 4.3309, -2.3786)  0.174
H (-11.7816, 5.9761, -2.4011)  0.326
H (-13.2633, 3.4810, -3.3679)  0.233
H (-12.6575, 4.8085, -4.3706)  0.414
H (-14.0026, 5.0716, -3.2382)  0.234
H (-12.2322, 2.2363, 2.1115)  0.351
H (-13.4826, 3.0333, 3.0493)  0.420
H (-11.0176, 4.5661, 2.0731)  0.286
H (-11.1239, 3.7769, 3.6604)  0.366
H (-12.2302, 5.0937, 3.2227)  0.330
H (-14.6529, 1.2373, -0.8763)  0.296
H (-16.0537, 2.1934, -1.3711)  0.332
H (-15.0391, 1.7483, 1.4586)  0.166
H (-16.6394, 1.4273, 0.8072)  0.413
H (-16.1027, 3.1040, 1.0804)  0.276
O (6.4967, -4.9449, -2.9172)  -0.706
P (5.9161, -6.2648, -3.4277)  1.091
O (4.9583, -5.6375, -4.6243)  -0.337
C (5.5656, -5.2429, -5.8468)  -0.322
C (5.9080, -6.4426, -6.7106)  -0.987
O (4.7422, -6.3987, -2.2556)  -0.390
C (4.9540, -5.8391, -0.9609)  -0.713
C (4.2994, -4.4755, -0.8475)  -0.558
O (5.4445, -7.8202, -3.9535)  -0.279
C (6.0150, -8.9488, -3.2719)  -0.377
C (5.2737, -9.2768, -1.9845)  -0.881
H (6.4558, -4.6376, -5.6474)  0.286
H (4.8480, -4.6088, -6.3715)  0.323
H (6.7081, -7.0339, -6.2555)  0.245
H (6.2418, -6.1247, -7.7011)  0.406
H (5.0443, -7.1009, -6.8214)  0.239
H (6.0198, -5.7937, -0.7249)  0.404
H (4.5000, -6.5182, -0.2320)  0.466
H (4.5736, -3.8184, -1.6749)  0.158
H (4.5757, -3.9919, 0.0917)  0.097
H (3.2095, -4.5778, -0.8780)  0.301
H (7.0775, -8.7746, -3.0792)  0.321
H (5.9339, -9.7973, -3.9547)  0.329
H (5.5883, -8.6136, -1.1773)  0.157
H (5.4970, -10.2988, -1.6673)  0.412
H (4.1940, -9.1658, -2.1066)  0.267

Computed properties:
- Kohn-Sham gap (eV) = 7.315
- LUMO energy (eV) = -3.7
- highest occupied orbital energy (eV) = -11.0
- net charge = +1